[1]
This record from the OMol25 dataset describes 8 unconnected molecules or ions with the total composition C32H48Br2F4NO19PS in a non-equilibrium geometry. The level of theory is the ωB97M-V functional and the def2-TZVPD basis.

Summary:
Strongest force on any atom (eV Å⁻¹): 6.0
SMILES: O=P(O)(O)N(CC[C@@](F)(Br)C(F)(F)Br)S(=O)(=O)F.O=C1CCCO1.O=C1CCCO1.O=C1CCCO1.O=C1CCCO1.O=C1CCCO1.O=C1CCCO1.O=C1CCCO1
E_tot (eV): -245435.617

ORCA input file:
```
! RIJCOSX wB97M-V def2-TZVPD def2/J DEFGRID3
* xyz 0 1
O 0.81281 -2.70916 -0.07676
P 0.27225 -1.38873 -0.58808
O 0.09143 -1.49947 -2.26986
O 1.49868 -0.23700 -0.35210
N -1.24086 -0.87958 0.13302
C -2.06141 -2.02358 0.62171
C -3.00991 -2.54320 -0.56712
C -4.55141 -2.36437 -0.26642
F -5.23463 -3.05603 -1.30897
Br -5.13329 -3.28401 1.40568
C -5.05497 -0.84014 -0.34794
F -5.83068 -0.47076 0.74398
F -3.98520 0.07168 -0.38967
Br -6.02052 -0.55341 -2.07498
S -1.05447 0.35855 1.29956
O -0.11370 -0.03769 2.38181
O -2.35171 0.79423 1.90330
F -0.48513 1.70920 0.49823
H 0.29542 -0.58396 -2.57472
H 2.28526 -0.76777 -0.07925
H -1.47019 -2.88756 1.03707
H -2.75018 -1.68381 1.46498
H -2.78388 -2.03011 -1.55938
H -2.83807 -3.64972 -0.76291
O 3.53213 -1.68846 2.11670
C 3.63795 -1.00599 3.10350
O 4.82223 -0.52454 3.56400
C 4.60831 0.15365 4.81058
C 3.14477 0.53038 4.81205
C 2.51703 -0.60054 4.02289
H 4.86264 -0.52840 5.62727
H 5.25733 1.02866 4.86689
H 2.73384 0.64937 5.80958
H 3.00405 1.47392 4.27429
H 2.25704 -1.44446 4.66051
H 1.65055 -0.26308 3.45732
O -6.05212 3.81095 -2.35655
C -5.27394 4.10827 -1.48986
O -4.85714 5.37833 -1.25122
C -3.85038 5.36620 -0.22542
C -4.07032 4.07575 0.53183
C -4.58819 3.14925 -0.55092
H -2.86892 5.40708 -0.70095
H -3.96879 6.24128 0.41588
H -3.17132 3.71043 1.03033
H -4.84307 4.21807 1.29367
H -3.77561 2.65056 -1.08326
H -5.29178 2.41983 -0.15324
O -1.52902 6.39512 -1.61128
C -1.63563 7.58876 -1.71853
O -0.57951 8.44663 -1.77820
C -1.06675 9.79650 -1.79106
C -2.49111 9.70331 -2.28679
C -2.93099 8.35398 -1.75807
H -1.00527 10.19791 -0.77545
H -0.44412 10.40351 -2.44933
H -3.11759 10.53146 -1.95393
H -2.50312 9.69054 -3.38063
H -3.33171 8.42454 -0.74454
H -3.64827 7.87516 -2.42349
O -0.67218 -4.10309 -3.93120
C 0.39596 -4.60903 -4.14887
O 0.87996 -4.85060 -5.39402
C 2.12637 -5.56026 -5.29488
C 2.64441 -5.25627 -3.90655
C 1.36450 -5.10502 -3.10669
H 1.93342 -6.62606 -5.44237
H 2.80399 -5.21665 -6.06470
H 3.31608 -6.02406 -3.52050
H 3.18710 -4.30633 -3.91302
H 1.01011 -6.06299 -2.71925
H 1.47543 -4.38147 -2.29932
O -2.00817 7.92338 1.60811
C -0.93891 7.47679 1.93424
O -0.63507 7.08992 3.19998
C 0.74780 6.71300 3.26465
C 1.13306 6.37155 1.84236
C 0.25560 7.30810 1.03578
H 1.32076 7.55680 3.66008
H 0.86437 5.86202 3.93652
H 2.19927 6.48793 1.64463
H 0.86161 5.33479 1.62299
H 0.72883 8.28134 0.88609
H -0.03049 6.86932 0.08293
O 1.66759 -0.64402 7.03454
C 1.36073 -1.80226 7.13438
O 1.93052 -2.80176 6.41161
C 1.26070 -4.03856 6.69327
C 0.60435 -3.83626 8.04085
C 0.27879 -2.35506 8.02442
H 0.53260 -4.22879 5.89982
H 1.98585 -4.85253 6.70860
H -0.26491 -4.47605 8.19654
H 1.32308 -4.04496 8.83855
H -0.69322 -2.15612 7.56763
H 0.33118 -1.91940 9.02086
O 3.76237 -6.51835 -7.22079
C 3.97824 -7.69401 -7.10608
O 4.08236 -8.32928 -5.90922
C 4.45078 -9.69848 -6.12536
C 4.03215 -10.00314 -7.54672
C 4.21636 -8.66362 -8.23360
H 5.53030 -9.79579 -5.97956
H 3.93873 -10.33395 -5.40223
H 4.60530 -10.81256 -8.00016
H 2.97553 -10.28495 -7.56981
H 5.23476 -8.53257 -8.60577
H 3.49318 -8.51810 -9.03443
*
```


[2]
This record from the OMol25 dataset describes a molecular structure, C32H48FeN17O4S3. The level of theory is the ωB97M-V functional and the def2-TZVPD basis.

Summary:
Strongest force on any atom (eV Å⁻¹): 0.8
E_tot (eV): -134372.426

ORCA input file:
```
! RIJCOSX wB97M-V def2-TZVPD def2/J DEFGRID3
* xyz 0 6
Fe -1.14096 0.09619 0.20898
N -4.17854 0.27614 -1.74381
C -4.01681 -0.75995 -0.86822
N -4.89936 -1.73978 -0.71764
N -4.36260 -2.52037 0.22238
N -3.22506 -2.04970 0.60209
N -2.96558 -0.90780 -0.07445
C -3.34984 1.36661 -1.75765
N -3.61205 2.43917 -2.48303
N -2.56219 3.24201 -2.26265
N -1.73178 2.69360 -1.45664
N -2.19873 1.46350 -1.08211
H -5.04509 0.33564 -2.25205
C 3.42329 0.99627 -2.08290
C 2.13742 1.00941 -2.91573
C 2.36056 0.30717 -4.24997
C 1.67529 2.44328 -3.15514
N 1.05472 0.24676 -2.25389
N 0.54374 0.85452 -1.07813
H 4.22647 1.52222 -2.59923
H 3.75384 -0.03064 -1.89992
H 3.28175 1.48626 -1.11705
H 3.23764 0.71146 -4.75647
H 1.49481 0.43431 -4.89798
H 2.50920 -0.76644 -4.11225
H 2.39393 2.95103 -3.79869
H 1.59798 3.01521 -2.22965
H 0.70235 2.45674 -3.64833
H 1.41463 -0.66123 -1.97348
H 0.09891 1.73794 -1.33697
H 1.27691 1.07557 -0.40186
C -3.40785 6.26126 1.30886
C -3.21174 4.79216 1.65696
N -1.93853 4.26470 1.19014
C -0.92026 3.77948 1.90722
S 0.23684 2.83415 1.11621
N -0.84614 3.98016 3.24419
C -1.07348 5.23741 3.95129
C -1.79716 5.00877 5.26736
H -4.35749 6.62027 1.70539
H -3.41868 6.39750 0.22784
H -2.60771 6.88235 1.71197
H -3.99736 4.20073 1.18038
H -3.28873 4.61017 2.72711
H -1.86993 4.02490 0.20587
H -0.12772 3.39230 3.64473
H -1.64011 5.90748 3.31336
H -0.10669 5.71799 4.13199
H -2.79185 4.59530 5.09859
H -1.89797 5.94565 5.81479
H -1.24278 4.30993 5.89491
S -2.33776 0.95870 2.50684
C -2.85652 -0.21361 3.61552
N -3.05623 -1.50666 3.27954
C -3.51373 -2.45573 4.12699
C -3.77591 -2.16126 5.42716
C -3.54992 -0.83458 5.85131
C -3.10001 0.11026 4.97677
H -2.92844 -1.78641 2.28341
H -3.65331 -3.43376 3.68981
H -4.14591 -2.91916 6.09822
H -3.73361 -0.56425 6.88260
H -2.92047 1.12951 5.28588
C 4.33971 -2.82429 -6.87414
C 4.08508 -3.17792 -5.41432
S 2.46935 -3.90000 -5.25025
O 1.50110 -2.96570 -5.77878
O 2.50842 -5.24581 -5.75894
C 2.21236 -3.97111 -3.48337
C 0.72870 -4.20631 -3.19023
N 0.30525 -3.54086 -1.96388
C -0.43381 -2.40837 -1.91606
N -0.59624 -1.99198 -0.66552
C 0.05265 -2.88713 0.13603
C 0.61513 -3.83971 -0.65099
N 1.36593 -4.98135 -0.23500
O 1.86282 -5.68137 -1.11076
O 1.46049 -5.17434 0.96009
C -1.10749 -1.79790 -3.09473
H 5.31662 -2.35320 -6.96982
H 3.58047 -2.13513 -7.23807
H 4.32190 -3.71688 -7.49709
H 4.10423 -2.29644 -4.77454
H 4.78776 -3.92222 -5.04071
H 2.54018 -3.00948 -3.08491
H 2.83737 -4.76719 -3.08420
H 0.51513 -5.26851 -3.11654
H 0.12743 -3.78519 -3.99185
H 0.08427 -2.80368 1.20500
H -1.95107 -2.42368 -3.39565
H -0.43677 -1.67832 -3.94423
H -1.48083 -0.81611 -2.81467
C 0.27234 -0.31110 1.57420
C 1.20558 -0.52354 2.32593
C 2.29383 -0.72598 3.23693
C 2.04916 -1.05188 4.57262
C 3.10194 -1.24069 5.45265
C 4.41240 -1.10515 5.01551
C 4.66496 -0.77841 3.69020
C 3.61538 -0.59117 2.80628
H 1.02550 -1.15744 4.90758
H 2.89950 -1.49584 6.48441
H 5.23350 -1.25536 5.70409
H 5.68432 -0.66954 3.34415
H 3.80781 -0.33451 1.77282
*
```


[3]
This record from the OMol25 dataset describes a molecular structure, C32H48GeN2O4PV in a non-equilibrium geometry. The level of theory is the ωB97M-V functional and the def2-TZVPD basis.

Summary:
Strongest force on any atom (eV Å⁻¹): 4.3
E_tot (eV): -136613.038

ORCA input file:
```
! RIJCOSX wB97M-V def2-TZVPD def2/J DEFGRID3
* xyz 2 1
V -0.01076 -1.14362 0.96052
C 1.00230 3.55867 -1.09557
C 0.46499 3.51477 0.33473
C -0.79836 4.36183 0.46412
C 1.53395 4.01540 1.29865
O 0.13381 2.15186 0.69930
Ge -1.15531 1.02902 0.25181
O -1.20119 -1.97654 0.36555
C -2.35406 -2.79894 0.18454
C -2.17893 -4.02635 1.08675
C -2.45549 -3.20915 -1.28239
C -3.58957 -2.00161 0.60985
O -1.60198 1.51071 -1.35324
C -2.51779 1.40980 -2.46281
C -1.96925 0.36548 -3.43529
C -3.90400 1.00005 -1.96939
C -2.57970 2.78808 -3.10834
H 1.11670 4.59284 -1.41744
H 0.31256 3.05568 -1.77071
H 1.98202 3.07932 -1.15302
H -0.57760 5.40699 0.25501
H -1.19920 4.28312 1.47610
H -1.55437 4.00684 -0.24027
H 1.83968 5.01726 0.99958
H 2.41624 3.37237 1.26982
H 1.14978 4.06250 2.31860
H -1.33366 -4.62981 0.75096
H -3.07933 -4.63580 1.06149
H -2.00146 -3.70576 2.11612
H -1.48618 -3.54473 -1.65322
H -2.79207 -2.37127 -1.89256
H -3.17099 -4.02224 -1.38401
H -3.66581 -1.08917 0.01861
H -3.53941 -1.73149 1.66538
H -4.48552 -2.59867 0.45105
H -1.58402 -0.48486 -2.87133
H -1.16848 0.78073 -4.04792
H -2.76232 0.02151 -4.09819
H -3.93338 -0.06536 -1.73575
H -4.64829 1.20397 -2.73684
H -4.16864 1.56827 -1.07567
H -1.58311 3.13628 -3.37952
H -3.02585 3.50664 -2.42011
H -3.18665 2.74239 -4.01184
N 0.42463 -2.31313 3.70192
P 0.35664 -0.65534 3.26010
C 1.85186 0.07780 3.96980
C 2.29439 1.28343 3.42692
C 3.41833 1.90652 3.94410
C 4.10613 1.32138 4.99770
C 3.66652 0.12007 5.53880
C 2.54033 -0.50596 5.02989
C -1.01028 -0.06044 4.27754
C -0.90998 1.10974 5.02436
C -2.01174 1.56218 5.73613
C -3.20684 0.85930 5.69745
C -3.30852 -0.30756 4.94910
C -2.21609 -0.76364 4.23418
C 1.01180 -3.18944 2.82126
C 1.44843 -4.45911 3.20858
C 2.00393 -5.29154 2.26446
C 2.13177 -4.84569 0.94693
C 1.67403 -3.59118 0.63736
N 1.11776 -2.76180 1.54720
H 0.34587 -2.59477 4.66762
H 1.73843 1.73145 2.61081
H 3.75658 2.84713 3.52977
H 4.99056 1.79714 5.39888
H 4.19786 -0.33238 6.36501
H 2.20767 -1.43632 5.47075
H 0.02257 1.65830 5.06024
H -1.93163 2.46428 6.32717
H -4.06791 1.21586 6.24608
H -4.23781 -0.86100 4.92913
H -2.28180 -1.67981 3.65746
H 1.33778 -4.77873 4.23581
H 2.34058 -6.28231 2.53745
H 2.57202 -5.46382 0.17911
H 1.72296 -3.22189 -0.37752
C 1.71843 -0.58072 -2.80583
O 0.85256 -1.02712 -1.73410
C 1.10854 -0.74714 -0.49050
C 2.35872 -0.03372 -0.11098
H 1.82100 0.50304 -2.77241
H 1.23235 -0.88130 -3.72702
H 2.69576 -1.05598 -2.73200
H 2.48378 -0.00468 0.97545
H 3.23594 -0.51220 -0.55539
H 2.31470 0.99620 -0.47177
*
```


[4]
This record from the OMol25 dataset describes 16 unconnected molecules or ions with the total composition C32H48N16 in a non-equilibrium geometry. The level of theory is the ωB97M-V functional and the def2-TZVPD basis.

Summary:
Strongest force on any atom (eV Å⁻¹): 4.5
E_tot (eV): -57799.149

ORCA input file:
```
! RIJCOSX wB97M-V def2-TZVPD def2/J DEFGRID3
* xyz 0 1
C 0.24820 -0.02965 5.71066
C 0.11887 0.38175 4.29943
N -0.02597 0.74369 3.23811
H 0.96167 -0.85223 5.85899
H -0.75564 -0.36069 6.01791
H 0.70404 0.81247 6.22930
C -0.93669 3.18254 -3.01972
C -0.27289 2.18852 -3.82761
N 0.25154 1.29356 -4.32878
H -0.24556 4.04496 -2.88361
H -1.28697 2.83535 -2.03433
H -1.82858 3.56384 -3.49833
C 4.87071 -1.52393 1.28892
C 3.73106 -1.40560 2.23063
N 2.86487 -1.37294 2.98874
H 5.09800 -0.59630 0.80891
H 4.84505 -2.38208 0.60379
H 5.73448 -1.72801 1.92353
C -2.74004 -1.14381 -2.56574
C -3.29677 -0.21722 -1.47478
N -3.81697 0.36912 -0.62830
H -3.52569 -1.53619 -3.21562
H -2.12362 -1.95955 -2.12395
H -1.96013 -0.55496 -3.07374
C -3.41914 0.11311 2.55311
C -3.21636 -0.14090 3.95356
N -3.00408 -0.35134 5.06372
H -4.34451 0.69936 2.45280
H -3.48781 -0.80496 1.96003
H -2.63742 0.75454 2.21009
C -0.38412 -3.24336 3.55501
C -1.59630 -3.85382 2.90595
N -2.46316 -4.40136 2.41196
H 0.02636 -3.92939 4.25645
H -0.62693 -2.36336 4.24692
H 0.31452 -2.85277 2.78681
C -1.12779 3.93509 4.01384
C 0.06482 3.94624 4.83815
N 1.05085 3.80700 5.39735
H -1.10057 4.82537 3.45165
H -2.08408 4.02911 4.62512
H -1.16101 3.07944 3.34162
C 3.93185 -3.03303 -3.89045
C 4.01250 -1.71300 -3.32937
N 4.02278 -0.61880 -2.95783
H 3.60473 -3.00670 -4.89445
H 3.09923 -3.56870 -3.42897
H 4.87573 -3.61123 -3.80187
C 1.63757 0.86812 -0.93100
C 0.79849 -0.25212 -0.62296
N 0.27704 -1.28900 -0.46951
H 1.23993 1.86926 -0.62128
H 1.85351 0.93188 -2.00731
H 2.62468 0.72911 -0.39681
C 4.23844 2.83070 -2.24675
C 3.12925 3.81995 -2.21856
N 2.28049 4.58300 -2.28460
H 3.88191 1.87241 -2.54050
H 4.62292 2.77097 -1.22650
H 5.05620 3.12541 -2.94420
C 0.74497 5.45748 0.47227
C -0.26309 4.43307 0.37679
N -0.95958 3.53951 0.32116
H 1.32023 5.25697 1.41922
H 0.37346 6.52122 0.45833
H 1.47036 5.37532 -0.36751
C -0.57939 -2.59131 -5.25611
C -1.11272 -2.77750 -6.62914
N -1.44059 -2.91158 -7.72249
H -1.15122 -3.12987 -4.48349
H -0.53885 -1.53899 -5.11567
H 0.42732 -3.10926 -5.23474
C 3.69612 2.27480 3.43956
C 4.04132 2.00644 2.01489
N 4.32160 1.83183 0.90422
H 4.63058 2.24020 4.04752
H 3.04000 1.47322 3.78805
H 3.15856 3.24122 3.62616
C -4.75743 -5.97775 -1.70416
C -3.83782 -4.97856 -2.45522
N -3.27411 -4.36013 -3.21826
H -4.93726 -6.84037 -2.31162
H -5.66225 -5.48763 -1.53521
H -4.34981 -6.20542 -0.67826
C -4.18493 3.46063 0.88401
C -4.14519 4.10100 -0.42613
N -4.08772 4.54582 -1.47513
H -3.38367 3.89950 1.52341
H -4.01825 2.40296 0.88917
H -5.12796 3.58658 1.46423
C -0.59302 -4.71434 -1.07651
C 0.16892 -5.11216 -2.20181
N 0.69127 -5.38284 -3.18661
H -0.32063 -3.68708 -0.85412
H -0.29739 -5.38342 -0.17350
H -1.66538 -4.76845 -1.25891
*
```